1.
ORCA calculation (ωB97M-V with the def2-TZVPD basis set) on a cluster of 2 separate species, C8H11FO2S in total at a distorted geometry.

Its orbital gap (spin up / spin down) is 3.542 / 3.516 eV. The value obtained for the energy relative to the best compared isomer or geometry (same formula, charge and spin) is 4.354 eV. For the electronic energy, the calculation gives -959.75518 hartree. As for the max |F|: 0.081 Eh/bohr.

```
! wB97M-V def2-TZVPD RIJCOSX def2/J DEFGRID3
* xyz 0 1
S -3.0996 -3.0072 1.3214
F 0.1601 -0.8681 3.8671
O 0.3550 -2.5595 1.7533
O 0.5990 1.8804 3.1992
C 0.3320 1.1543 -1.3793
C -0.0965 1.4076 0.9922
C 2.1591 0.9006 0.0881
C 0.3600 1.0216 2.3622
C 0.6934 0.6870 -0.0202
C 0.4369 -0.8540 0.1071
C 0.2622 -1.3261 1.5702
C 0.2879 -0.4258 2.6012
H -0.7047 1.3973 -1.5293
H -1.7347 -2.9445 1.5518
H 2.6543 0.6907 -0.8279
H 0.4764 0.2808 -2.0730
H 1.2899 -1.4278 -0.4017
H 1.0231 1.8622 -1.7631
H -1.2743 1.2887 0.8860
H 2.6014 0.4669 0.9772
H 0.1461 2.4136 0.9681
H -0.5102 -1.0473 -0.4681
H 2.2711 2.0186 0.2265
*
```

2.
ORCA calculation (ωB97M-V with the def2-TZVPD basis set) on a structure of composition C27H26MnP2S4Sb.

Its orbital gap (spin up / spin down) is 6.443 / 6.438 eV. For the electronic energy, the calculation gives -4711.14858 hartree. As for the max |F|: 0.009 Eh/bohr. Its expectation value of S² is 6.10.

```
! wB97M-V def2-TZVPD RIJCOSX def2/J DEFGRID3
* xyz 0 5
Sb -3.4810 0.9566 -2.8270
Mn -0.6166 -0.8422 -0.9762
S -1.8967 2.6315 -2.8094
S -4.3483 2.2224 -1.0449
S -2.6157 -1.1029 -1.8882
S -4.7329 0.3136 -4.5779
P 1.5719 0.1559 -0.9803
P -1.2627 0.1150 1.0412
C -4.8289 -1.5307 1.9403
C -0.5148 0.2185 3.7285
C 1.4950 -1.6830 3.4860
C 5.4732 -0.1503 -2.1310
C 4.0859 -0.1496 -2.1539
C -0.0167 -0.4291 -4.7419
C 0.5632 2.2652 0.5681
C 4.0582 0.3223 0.2142
C 6.1506 0.0932 -0.9448
C 0.2486 -0.1289 4.8315
C -4.9978 0.7793 2.5857
C 0.7535 -1.9248 -2.5267
C 0.9651 -0.5255 -2.5465
C -3.7042 1.0076 2.1433
C -2.9684 -0.0395 1.6018
C 5.4437 0.3298 0.2266
C -3.5371 -1.3070 1.4921
C 0.7319 -1.3308 2.3799
C 0.5831 0.2126 -3.6785
C 3.3760 0.0932 -0.9806
C -0.8938 1.9080 0.8901
C 0.1753 -2.5581 -3.6297
C 1.2563 -1.0781 4.7103
C -0.2262 -1.8095 -4.7152
C 1.0509 1.9021 -0.8492
C -0.2718 -0.3738 2.4890
C -5.5585 -0.4858 2.4883
H -5.5761 1.6003 2.9903
H 1.1748 -2.5257 -1.7244
H -1.3154 0.9420 3.8343
H 1.8732 2.5552 -1.1462
H 0.7158 1.2847 -3.6972
H -0.7128 -2.2904 -5.5535
H 3.5558 -0.3348 -3.0790
H 1.8488 -1.3517 5.5740
H -2.9753 -2.1052 1.0270
H -5.2710 -2.5135 1.8415
H 7.2327 0.0945 -0.9323
H 6.0239 -0.3385 -3.0432
H -1.1584 2.3773 1.8414
H 0.0526 0.3357 5.7895
H 0.9233 -1.8033 1.4244
H 5.9731 0.5113 1.1531
H 0.0278 -3.6294 -3.6137
H 3.5053 0.4858 1.1327
H -3.2945 2.0083 2.1916
H -1.5688 2.3029 0.1244
H 2.2701 -2.4325 3.3895
H 0.6424 3.3498 0.6622
H 0.2349 2.0597 -1.5633
H -6.5731 -0.6546 2.8252
H 1.2276 1.8470 1.3324
H -0.3469 0.1480 -5.5959
*
```

3.
ORCA calculation (ωB97M-V with the def2-TZVPD basis set) on a cluster of 8 separate species, C24H56N8O8 in total at a distorted geometry.

Its orbital gap is 9.469 eV. The value obtained for the energy relative to the best compared isomer or geometry (same formula, charge and spin) is 2.393 eV. For the electronic energy, the calculation gives -1988.12140 hartree. As for the max |F|: 0.067 Eh/bohr. Its SMILES is CNC(C)=O.CNC(C)=O.CNC(C)=O.CNC(C)=O.CNC(C)=O.CNC(C)=O.CNC(C)=O.CNC(C)=O.

```
! wB97M-V def2-TZVPD RIJCOSX def2/J DEFGRID3
* xyz 0 1
O -14.6412 12.0013 -2.8425
O -17.9351 15.4263 -6.1533
O -21.7295 11.2009 -4.1372
O -24.6535 12.5402 -7.5813
O -20.1504 12.7286 -9.6452
O -22.8466 9.1643 -8.3874
O -15.3382 10.0980 -6.4656
O -19.1886 13.9643 -0.6276
N -19.7345 11.8693 -5.0293
N -21.0763 8.3677 -7.3109
N -21.6987 11.4286 -10.6247
N -16.3136 12.5255 -1.5281
N -25.5980 11.7368 -5.7345
N -21.1404 13.1870 -1.4925
N -13.1045 10.0611 -6.8931
N -18.7563 13.8523 -7.5770
C -20.1366 8.4305 -8.4023
C -15.7743 14.1362 -3.1993
C -22.2878 13.7671 -10.0209
C -13.9457 8.5582 -5.2069
C -21.2859 12.6205 -10.0875
C -21.1050 11.7127 -5.0661
C -25.2499 11.6342 -7.0538
C -18.8962 11.5094 -3.8611
C -13.1841 10.9088 -8.0857
C -16.4161 11.1979 -0.9866
C -25.6620 10.4660 -7.8492
C -17.5119 13.1745 -7.6233
C -23.0146 11.0167 -11.0745
C -14.1993 9.6836 -6.2298
C -25.0453 12.8654 -4.9482
C -20.2348 15.6606 -6.9473
C -21.5341 12.3763 -0.3214
C -20.0269 13.9247 -1.5218
C -22.3656 8.7472 -7.3356
C -18.8714 15.0188 -6.8583
C -21.7364 11.9114 -6.3985
C -19.7451 14.7084 -2.7562
C -23.0622 8.6934 -5.9635
C -15.4852 12.8522 -2.5256
H -12.8705 11.9573 -7.7561
H -20.9981 11.4069 -0.3198
H -17.1103 13.1248 -1.3249
H -26.1044 10.9620 -5.3224
H -12.5786 10.5558 -8.8690
H -23.4965 10.4246 -10.2937
H -19.9527 9.5569 -8.7136
H -24.5252 12.5229 -4.0938
H -12.9004 8.3133 -5.0897
H -21.8895 14.5620 -9.3432
H -26.7548 10.2758 -7.8755
H -16.8337 13.8386 -8.1591
H -16.0643 11.1726 0.0889
H -22.5964 7.9343 -5.3030
H -23.6526 11.7818 -11.3419
H -14.3930 8.8570 -4.2058
H -16.5184 14.0017 -3.9975
H -17.4679 10.8252 -0.9914
H -22.9215 9.6638 -5.4315
H -22.8999 10.4014 -11.9482
H -17.1355 13.0496 -6.6228
H -20.5044 7.9262 -9.2962
H -15.9692 15.0019 -2.5174
H -23.2419 13.4471 -9.5688
H -22.7630 12.1914 -6.3018
H -25.1488 10.4629 -8.8965
H -18.7933 14.2370 -3.2051
H -14.2643 10.9382 -8.3928
H -19.4869 13.7086 -8.2482
H -21.4727 13.0600 -2.4291
H -15.8301 10.4996 -1.5393
H -14.8415 14.4775 -3.6848
H -20.1195 16.2860 -7.7901
H -25.2472 9.5487 -7.3157
H -21.1648 12.8585 0.5486
H -22.4629 14.2410 -10.9563
H -21.0899 14.9899 -7.0677
H -20.9689 10.7952 -10.6015
H -24.4597 13.5386 -5.5797
H -14.6032 7.7400 -5.4237
H -24.1348 8.3968 -6.0329
H -18.6106 10.4438 -3.7965
H -21.5644 11.0485 -7.0086
H -19.3595 12.0751 -5.9612
H -17.6096 12.1932 -8.1113
H -19.5558 15.7300 -2.4726
H -20.4994 14.5001 -3.5601
H -25.8990 13.4711 -4.7379
H -18.0472 12.1733 -3.8823
H -12.2725 9.7352 -6.4673
H -20.7467 7.9865 -6.4184
H -19.4131 11.8204 -2.9967
H -20.3617 16.2109 -6.0336
H -22.6396 12.2804 -0.1626
H -19.2353 8.0672 -8.0082
H -21.3124 12.8199 -6.8864
*
```

4.
ORCA calculation (ωB97M-V with the def2-TZVPD basis set) on a cluster of 2 separate species, C4H8O2 in total at a distorted geometry.

Its orbital gap is 9.286 eV. The value obtained for the energy relative to the best compared isomer or geometry (same formula, charge and spin) is 4.899 eV. For the electronic energy, the calculation gives -307.53240 hartree. As for the max |F|: 0.027 Eh/bohr.

```
! wB97M-V def2-TZVPD RIJCOSX def2/J DEFGRID3
* xyz 0 1
O -1.5088 1.1795 -0.8075
O 1.2618 -1.4560 -0.2619
C -0.3340 -0.6703 1.2460
C 0.7048 0.7543 -0.0023
C -0.1606 1.0269 -1.1794
C 0.4598 -1.7045 0.6237
H -0.0150 0.2655 -1.9605
H 0.0460 -0.0385 2.0348
H 0.6129 1.4515 0.8089
H 0.1768 1.9885 -1.5969
H -1.9783 0.3833 -1.0733
H -1.3227 -1.0740 1.5961
H 1.7707 0.6563 -0.2978
H 0.2866 -2.7624 0.8699
*
```

5.
ORCA calculation (ωB97M-V with the def2-TZVPD basis set) on a structure of composition C20H24NO13P2V at a distorted geometry.

Its orbital gap (spin up / spin down) is 5.701 / 6.746 eV. The value obtained for the energy relative to the best compared isomer or geometry (same formula, charge and spin) is 0.934 eV. For the electronic energy, the calculation gives -3436.69263 hartree. As for the max |F|: 0.075 Eh/bohr. Its expectation value of S² is 2.02.

```
! wB97M-V def2-TZVPD RIJCOSX def2/J DEFGRID3
* xyz -2 3
V 0.4983 1.3524 -0.0146
P -1.1433 3.2609 1.8746
P 0.3506 1.1787 3.0801
O 4.8165 -3.4620 -2.9046
O -1.0251 4.7030 1.6402
O 1.4950 2.8031 0.1793
O 0.1103 1.7159 -1.9177
O 1.2395 1.2269 4.4072
O -0.9405 0.5141 3.3831
O 1.1270 1.8167 -3.9168
O -0.4525 -0.2247 0.0594
O -1.1691 2.2594 0.7082
O -2.3622 2.9092 2.8335
O 1.2282 0.7132 1.9192
O 0.1203 2.7444 2.7817
O 4.5160 -2.0848 -4.6501
N 2.0513 0.2046 -0.9539
C -4.1965 -2.2455 -0.7393
C 3.5419 -1.6179 -1.1992
C 2.3114 3.9229 0.3375
C 3.5095 -1.5071 -2.5845
C -2.2969 -3.1335 1.0631
C 4.3321 -2.4716 -3.4836
C -2.0441 -1.9526 0.3191
C -3.0365 -1.4934 -0.5993
C -5.7002 -4.1919 -0.2273
C 1.0199 1.3788 -2.7866
C -0.7888 -1.3163 0.5937
C 2.2483 4.7337 -0.9450
C 2.7148 -0.4994 -3.1309
C -4.4384 -3.4087 -0.0261
C -2.9291 -0.2450 -1.4203
C 2.8088 -0.7445 -0.4164
C -1.3040 -3.6232 2.0754
C -3.4707 -3.8311 0.8790
C 3.7078 3.4601 0.6996
C 1.9956 0.3267 -2.2802
H -0.3492 -3.8874 1.6162
H -3.6397 -4.7280 1.4645
H 2.6709 -0.3599 -4.2005
H -6.4479 -3.6032 -0.7556
H -5.5236 -5.0974 -0.8134
H -2.8167 0.6432 -0.8027
H 4.1344 -2.4070 -0.7567
H 2.0981 1.6299 4.2283
H 2.8694 5.6319 -0.8629
H -1.0949 -2.8645 2.8299
H -4.9456 -1.8932 -1.4389
H 2.7987 -0.7798 0.6683
H 1.2244 5.0374 -1.1480
H -2.2917 1.9623 3.0719
H 2.6018 4.1423 -1.7918
H -6.1319 -4.5056 0.7251
H -0.0738 -1.7287 1.3154
H -1.6914 -4.5089 2.5775
H 3.6705 2.7460 1.5221
H 1.8778 4.5124 1.1682
H -2.0648 -0.2537 -2.0819
H 4.3211 4.3151 1.0012
H -3.8316 -0.1422 -2.0274
H 4.1908 2.9675 -0.1464
*
```

6.
ORCA calculation (ωB97M-V with the def2-TZVPD basis set) on a cluster of 2 separate species, C5H17N2O in total at a distorted geometry.

Its orbital gap is 8.367 eV. The value obtained for the energy relative to the best compared isomer or geometry (same formula, charge and spin) is 2.146 eV. For the electronic energy, the calculation gives -385.16189 hartree. As for the max |F|: 0.063 Eh/bohr.

```
! wB97M-V def2-TZVPD RIJCOSX def2/J DEFGRID3
* xyz 1 1
O -0.4629 -1.2947 -2.9628
N 1.3186 1.4991 2.0223
N -1.5953 0.4766 -1.3734
C -0.7588 -0.4747 -0.5607
C -1.4963 -1.7511 -0.3029
C 2.5606 0.7942 2.3803
C 0.7786 1.2452 0.6736
C -0.3409 0.2603 0.6864
H -1.0247 1.2096 -1.7960
H 1.5500 1.1136 -0.0984
H 2.6217 0.9203 3.4582
H 0.2711 -0.7609 -3.3325
H -2.6104 -1.7706 -0.1192
H -0.1997 -2.0930 -3.4872
H 3.4215 1.3220 1.9208
H 0.3586 2.2255 0.3289
H -1.1875 0.8268 1.1366
H 0.1822 -0.6037 -1.1415
H -0.0511 -0.3585 1.5991
H -2.3990 0.8225 -0.8362
H 2.6861 -0.2101 2.0354
H -1.9437 0.0167 -2.2289
H 0.6452 1.2702 2.7365
H -1.0572 -2.3264 0.4713
H -1.2668 -2.3590 -1.2097
*
```

7.
ORCA calculation (ωB97M-V with the def2-TZVPD basis set) on the molecule C3H4N2O3 at a distorted geometry.

Its orbital gap is 9.748 eV. The value obtained for the energy relative to the best compared isomer or geometry (same formula, charge and spin) is 4.104 eV. For the electronic energy, the calculation gives -451.82892 hartree. As for the max |F|: 0.083 Eh/bohr. Its SMILES is Nc1cn(O)oc1=O.

```
! wB97M-V def2-TZVPD RIJCOSX def2/J DEFGRID3
* xyz 0 1
O 0.6412 1.6533 1.3853
O 0.2207 -0.5447 1.1742
O -1.0412 -2.1359 0.3391
N 0.1515 -1.5225 -0.0016
N -0.0095 1.8737 -1.5444
C -0.1508 -0.5649 -1.1362
C 0.0728 0.6947 -0.8052
C 0.4539 0.6866 0.6308
H -0.8998 2.1241 -2.0647
H 0.1768 2.6967 -0.9988
H -0.3511 -0.9278 -2.1294
H -0.7411 -3.0313 0.6888
*
```

8.
ORCA calculation (ωB97M-V with the def2-TZVPD basis set) on the ion C3H6NO2S with charge -1 at a distorted geometry.

Its orbital gap is 7.458 eV. The value obtained for the energy relative to the best compared isomer or geometry (same formula, charge and spin) is 2.431 eV. For the electronic energy, the calculation gives -721.31929 hartree. As for the max |F|: 0.081 Eh/bohr.

```
! wB97M-V def2-TZVPD RIJCOSX def2/J DEFGRID3
* xyz -1 1
S -2.3368 0.0606 -0.3293
O -2.2460 -1.3698 -0.0875
O -3.2045 0.8491 0.5926
N -0.6723 0.5935 0.3202
C 0.3645 -0.1572 -0.3254
C 0.3550 1.2354 -0.4623
C 1.4387 -0.8526 0.5289
H 1.5095 -0.3680 1.4617
H -0.1182 -0.8016 -1.0940
H 0.0568 1.6416 -1.4818
H 2.4154 -0.7035 0.0170
H 1.2909 -1.9037 0.6676
H 1.1471 1.7762 0.1923
*
```